Entry 1:
The molecule C19H20N2O4. Source: the Open Molecules 2025 dataset; level of theory: the ωB97M-V functional and the def2-TZVPD basis.

CARTESIAN COORDINATES (ANGSTROEM)
C (2.540, -6.039, 0.345)
C (1.701, -4.797, 0.402)
C (0.594, -4.686, -0.418)
C (-0.174, -3.530, -0.355)
N (-1.304, -3.163, -1.045)
C (-1.611, -1.987, -0.598)
N (-0.766, -1.518, 0.367)
C (-0.796, -0.234, 0.998)
C (0.222, 0.741, 0.365)
O (0.373, 1.889, 1.157)
C (-0.180, 1.057, -1.090)
O (-1.510, 1.525, -1.196)
C (-1.789, 2.859, -1.158)
C (-3.129, 3.186, -1.389)
C (-3.545, 4.502, -1.373)
C (-2.636, 5.517, -1.131)
C (-1.302, 5.198, -0.900)
C (-0.348, 6.299, -0.639)
O (-0.650, 7.464, -0.567)
O (0.919, 5.883, -0.485)
C (-0.873, 3.872, -0.907)
C (0.185, -2.498, 0.538)
C (1.292, -2.604, 1.363)
C (2.051, -3.759, 1.291)
C (3.257, -3.902, 2.170)
H (2.567, -6.532, 1.317)
H (3.566, -5.800, 0.067)
H (2.139, -6.737, -0.384)
H (0.321, -5.478, -1.098)
H (-2.452, -1.413, -0.935)
H (-1.803, 0.183, 0.897)
H (-0.558, -0.342, 2.061)
H (1.211, 0.270, 0.346)
H (-0.476, 2.343, 1.226)
H (-0.154, 0.128, -1.666)
H (0.531, 1.762, -1.531)
H (-3.822, 2.383, -1.583)
H (-4.582, 4.736, -1.554)
H (-2.935, 6.552, -1.115)
H (1.494, 6.645, -0.313)
H (0.166, 3.669, -0.705)
H (1.562, -1.811, 2.045)
H (3.386, -3.021, 2.792)
H (3.159, -4.772, 2.819)
H (4.157, -4.037, 1.570)

Force components x, y, z for each atom (eV/Å):
0.0 0.1 0.0
-0.1 -0.1 -0.1
0.0 0.1 0.1
0.3 0.6 0.5
-0.4 -0.2 -0.5
-0.1 -0.1 0.0
-0.1 -0.2 -0.1
0.3 0.5 0.2
-0.4 -0.3 -0.5
-0.1 0.3 0.3
0.6 -0.3 0.3
-0.2 0.0 0.1
-0.3 0.2 0.0
0.2 -0.1 0.0
0.1 -0.1 0.0
0.3 0.2 0.1
-0.4 -0.2 -0.1
0.1 0.7 0.1
-0.1 -0.1 0.0
0.4 -0.4 0.0
0.1 -0.1 0.0
0.0 -0.6 -0.3
0.0 0.1 0.1
-0.1 0.2 0.0
0.0 0.0 0.0
0.1 -0.1 0.0
0.1 -0.1 0.0
0.0 -0.1 0.0
0.0 -0.1 -0.1
-0.2 0.2 0.0
0.1 -0.1 0.1
-0.1 0.0 -0.1
-0.1 0.0 -0.1
0.0 0.0 0.0
0.1 0.1 0.0
-0.1 -0.1 0.0
-0.1 -0.1 0.0
-0.1 0.0 0.0
0.0 0.1 0.0
-0.3 0.0 0.0
0.0 -0.1 0.0
0.1 0.1 0.1
0.0 0.0 0.1
0.1 -0.1 0.1
0.1 0.0 0.0

ΔE to the lowest compared entry with this formula, charge and spin (kJ/mol): 135.8
Charge: 0
Max |F| (eV Å⁻¹): 0.8
DFT total energy (Eh): -1146.533629
HOMO energy (Eh): -0.3062

***

Entry 2:
The molecule C19H20N2O4S2 in a non-equilibrium geometry. Source: the Open Molecules 2025 dataset; level of theory: the ωB97M-V functional and the def2-TZVPD basis.

CARTESIAN COORDINATES (ANGSTROEM)
O (1.540, 0.871, -1.444)
C (2.324, 1.547, -0.796)
C (3.555, 1.446, -0.474)
C (4.094, 0.124, -1.127)
S (4.006, -1.226, 0.118)
O (4.364, -2.698, -0.407)
O (4.630, -0.584, 1.269)
C (2.092, -1.402, 0.622)
C (1.708, -1.128, 1.746)
C (0.421, -1.100, 2.099)
C (-0.536, -1.647, 1.003)
C (-0.043, -1.849, -0.205)
C (1.335, -1.884, -0.374)
N (-0.852, -2.427, -0.998)
C (-2.228, -2.751, -1.012)
O (-3.033, -2.865, -1.892)
C (-2.645, -3.073, 0.656)
S (-2.180, -1.753, 1.372)
N (1.835, 2.687, -0.119)
C (0.287, 2.735, -0.261)
C (-0.623, 1.953, 1.082)
C (-1.868, 1.609, 0.247)
C (-3.092, 1.865, 0.937)
C (-4.197, 1.304, 0.529)
C (-4.312, 0.809, -0.612)
C (-3.173, 0.455, -1.404)
C (-1.850, 0.656, -0.914)
H (4.110, 1.334, 0.413)
H (4.261, 2.057, -1.112)
H (5.085, 0.028, -1.289)
H (3.472, -0.126, -2.259)
H (2.413, -0.699, 2.490)
H (0.058, -0.672, 3.093)
H (1.568, -2.060, -1.490)
H (-0.735, -2.177, -1.870)
H (-3.823, -3.251, 0.455)
H (-2.214, -4.154, 0.761)
H (2.317, 3.032, 0.553)
H (-0.151, 2.603, -1.064)
H (0.096, 3.976, -0.013)
H (-0.596, 2.762, 1.763)
H (0.041, 1.254, 1.294)
H (-3.069, 2.364, 2.026)
H (-5.120, 1.386, 1.120)
H (-5.256, 0.193, -0.892)
H (-3.092, -0.237, -2.341)
H (-0.924, 0.713, -1.277)

Force components x, y, z for each atom (eV/Å):
0.9 -0.2 -0.5
-11.6 4.4 1.2
14.1 -4.5 -3.0
-4.8 -2.3 -2.6
-2.4 -5.1 -0.5
-0.7 6.1 1.7
0.4 -0.7 -0.4
7.2 -2.8 -11.4
-0.8 4.5 11.5
-5.0 -1.4 -1.3
2.4 3.5 7.0
3.6 -0.6 4.1
-0.9 0.4 -4.2
-6.6 -3.5 -3.9
-0.6 -1.3 5.3
1.4 0.5 -0.5
-3.4 -7.9 -8.3
0.0 5.8 5.1
-7.7 -5.0 -8.2
4.5 6.4 12.7
-0.3 4.3 -6.9
-1.1 -2.0 2.5
5.7 2.1 3.5
-4.6 2.8 5.8
-1.3 -7.2 -9.3
2.9 -1.8 -1.1
-5.8 5.0 4.2
-0.7 0.9 2.2
-1.2 0.6 0.7
3.5 0.4 -0.8
1.9 0.5 3.8
-0.2 -0.4 -0.5
0.4 -1.0 -1.6
0.7 0.1 2.1
1.6 1.2 -6.2
2.7 0.8 1.1
-0.5 2.0 0.7
3.3 3.1 5.6
-3.0 -1.9 -8.1
0.2 -3.4 -0.8
-0.9 0.4 0.9
2.3 -3.7 1.2
0.2 -1.0 -2.7
0.5 0.0 0.1
1.4 1.6 0.2
-1.4 1.5 1.6
3.4 -1.3 -2.4

ΔE to the lowest compared entry with this formula, charge and spin (kJ/mol): 1501.1
Charge: 0
Max |F| (eV Å⁻¹): 15.1
DFT total energy (Eh): -1942.350041
HOMO energy (Eh): -0.2962

***

Entry 3:
The molecule C19H20N4O. Source: the Open Molecules 2025 dataset; level of theory: the ωB97M-V functional and the def2-TZVPD basis.

CARTESIAN COORDINATES (ANGSTROEM)
O (-5.383, -0.562, 0.110)
C (-4.185, -0.398, 0.031)
N (-3.326, -1.495, 0.024)
C (-1.964, -1.404, -0.060)
C (-1.220, -2.726, -0.061)
N (0.213, -2.696, 0.048)
C (0.887, -2.142, -1.116)
C (2.368, -1.937, -0.808)
N (2.533, -0.936, 0.223)
C (3.465, 0.067, 0.114)
C (3.300, 1.296, 0.766)
C (4.261, 2.282, 0.674)
C (5.413, 2.086, -0.068)
C (5.592, 0.873, -0.713)
C (4.643, -0.124, -0.622)
C (1.432, -0.827, 1.156)
C (0.752, -2.188, 1.302)
N (-1.347, -0.286, -0.145)
C (-2.076, 0.878, -0.148)
C (-1.398, 2.097, -0.242)
C (-2.105, 3.278, -0.246)
C (-3.496, 3.275, -0.158)
C (-4.180, 2.084, -0.068)
C (-3.480, 0.877, -0.062)
H (-3.769, -2.404, 0.085)
H (-1.609, -3.335, 0.763)
H (-1.470, -3.242, -0.997)
H (0.781, -2.856, -1.940)
H (0.451, -1.182, -1.427)
H (2.868, -1.607, -1.721)
H (2.807, -2.895, -0.497)
H (2.408, 1.491, 1.340)
H (4.103, 3.222, 1.185)
H (6.160, 2.861, -0.140)
H (6.490, 0.696, -1.287)
H (4.828, -1.069, -1.108)
H (0.683, -0.095, 0.824)
H (1.824, -0.521, 2.131)
H (1.488, -2.914, 1.671)
H (-0.045, -2.110, 2.043)
H (-0.321, 2.087, -0.313)
H (-1.577, 4.217, -0.318)
H (-4.035, 4.210, -0.163)
H (-5.257, 2.051, 0.000)

Force components x, y, z for each atom (eV/Å):
-0.1 0.1 0.0
-0.1 -0.2 0.0
-0.1 -0.1 0.0
0.1 0.1 0.0
0.2 -0.2 0.0
-0.2 0.2 -0.1
0.2 -0.1 -0.3
-0.1 -0.2 -0.2
-0.2 -0.1 0.1
0.2 0.1 0.0
-0.2 -0.1 0.1
0.1 0.1 0.0
0.1 0.2 0.0
0.0 0.0 0.0
0.0 -0.1 -0.1
-0.2 0.1 0.2
0.2 0.1 0.2
0.4 -0.4 0.0
-0.7 0.2 0.0
-0.1 0.0 0.0
0.1 -0.1 0.0
-0.2 0.0 0.0
0.0 -0.1 0.0
0.4 0.3 0.0
0.0 0.2 0.0
-0.1 0.0 -0.1
-0.1 0.0 0.1
0.1 0.1 0.0
0.1 -0.1 0.0
0.0 -0.1 0.1
0.0 0.0 -0.2
-0.1 0.0 0.1
0.0 0.1 0.0
0.1 0.1 0.0
0.1 0.0 0.0
0.0 -0.1 0.0
0.2 -0.1 0.2
0.0 0.0 0.0
-0.1 0.1 0.1
0.0 0.0 0.0
0.1 0.0 0.0
0.1 0.1 0.0
-0.1 0.1 0.0
-0.1 0.0 0.0

ΔE to the lowest compared entry with this formula, charge and spin (kJ/mol): 88.9
Charge: 0
Max |F| (eV Å⁻¹): 0.7
DFT total energy (Eh): -1030.313335
HOMO energy (Eh): -0.2738

***

Entry 4:
A structure of composition C19H20O2Pt. Source: the Open Molecules 2025 dataset; level of theory: the ωB97M-V functional and the def2-TZVPD basis.

CARTESIAN COORDINATES (ANGSTROEM)
Pt (1.322, -0.996, 0.209)
C (-2.137, 1.440, 3.261)
C (-1.306, 0.166, 3.316)
C (-2.138, -1.042, 2.869)
C (-0.038, 0.248, 2.502)
C (0.227, 1.192, 1.565)
C (1.449, 1.104, 0.802)
C (2.573, 0.378, 1.275)
C (3.963, 0.625, 0.774)
C (2.278, -0.600, 2.281)
C (0.976, -0.760, 2.714)
H (-3.003, 1.342, 3.916)
H (-2.511, 1.622, 2.252)
H (-1.567, 2.314, 3.581)
H (-0.999, 0.005, 4.356)
H (-2.487, -0.889, 1.845)
H (-3.015, -1.152, 3.510)
H (-1.569, -1.970, 2.880)
H (-0.480, 1.975, 1.325)
H (1.606, 1.799, -0.012)
H (4.557, -0.287, 0.795)
H (4.454, 1.372, 1.402)
H (3.936, 0.996, -0.250)
H (3.049, -1.287, 2.604)
H (0.733, -1.618, 3.326)
O (0.764, -2.832, -0.433)
C (0.279, -3.637, 0.456)
O (0.043, -3.387, 1.625)
H (0.076, -4.637, 0.040)
C (1.470, -0.553, -1.668)
C (1.557, -0.271, -2.840)
C (1.668, 0.059, -4.231)
C (1.639, -0.950, -5.198)
C (1.749, -0.637, -6.542)
C (1.887, 0.685, -6.944)
C (1.915, 1.694, -5.991)
C (1.808, 1.385, -4.645)
H (1.530, -1.978, -4.878)
H (1.725, -1.428, -7.280)
H (1.971, 0.928, -7.996)
H (2.022, 2.726, -6.298)
H (1.829, 2.169, -3.900)

Force components x, y, z for each atom (eV/Å):
-0.1 0.0 -0.4
0.0 0.0 0.0
0.0 -0.1 -0.1
0.0 0.1 0.0
0.0 0.0 0.1
0.0 0.0 0.0
0.0 0.1 0.1
-0.1 0.0 0.0
0.0 0.0 0.0
0.2 0.0 0.1
-0.1 -0.1 -0.1
0.0 0.0 0.0
0.0 0.0 0.0
0.0 0.0 0.0
0.0 0.0 0.0
0.0 0.0 0.0
0.0 0.0 0.0
0.0 0.0 0.0
0.0 0.0 0.0
0.0 0.0 0.0
0.0 0.0 0.0
0.0 0.0 0.0
0.0 0.0 0.0
0.0 0.0 0.0
0.0 0.0 0.0
0.0 -0.1 0.1
-0.1 0.0 0.0
0.0 0.0 0.1
0.0 0.0 0.0
0.0 -0.1 0.0
0.1 0.1 0.0
0.0 -0.1 0.0
0.0 0.0 0.0
0.0 0.0 0.0
0.0 0.0 0.0
0.0 0.0 0.0
0.0 0.0 0.0
0.0 0.0 0.0
0.0 0.0 0.0
0.0 0.0 0.0
0.0 0.0 0.0
0.0 0.0 0.0

ΔE to the lowest compared entry with this formula, charge and spin (kJ/mol): 0.0
Charge: 0
Max |F| (eV Å⁻¹): 0.4
DFT total energy (Eh): -1005.737071
HOMO energy (Eh): -0.2917